Entry 1:
C4H7NOS | ωB97M-V/def2-TZVPD

**Charge**: 0
**Energy above the lowest of the compared OMol25 structures with the same formula, charge and spin**: 1.4104 eV
**Orbital gap**: 8.263 eV
**Calculated total energy**: -18633.1392 eV
**SMILES**: CN/C=C\C(O)=S

```
14
C4H7NOS (ωB97M-V/def2-TZVPD)
C 0.437 2.894 -1.558
N 0.540 1.698 -0.768
C -0.110 0.651 -1.358
C -0.431 -0.559 -0.756
C -0.075 -0.903 0.622
O 0.933 -0.109 1.142
S -0.747 -2.171 1.437
H 1.029 2.724 -2.485
H 0.868 3.792 -1.032
H -0.628 3.026 -1.846
H 0.369 1.823 0.214
H -0.337 0.827 -2.394
H -1.036 -1.222 -1.366
H 1.522 0.239 0.470
```

natural (NBO) population analysis, charges in e, atoms 1 to 8: number 1, C, carries -0.42; number 2, N, carries -0.63; number 3, C, carries 0.08; number 4, C, carries -0.41; number 5, C, carries 0.19; number 6, O, carries -0.69; number 7, S, carries -0.07; number 8, H, carries 0.20

=====

Entry 2:
C15H51O18P3 | ωB97M-V/def2-TZVPD

**Charge**: 0
**Energy above the lowest of the compared OMol25 structures with the same formula, charge and spin**: 1.8379 eV
**Orbital gap**: 9.320 eV
**Calculated total energy**: -81106.7634 eV
**SMILES**: COP(=O)(OC)OC.COP(=O)(OC)OC.COP(=O)(OC)OC.CO.CO.CO.CO.CO.CO

```
87
C15H51O18P3 (ωB97M-V/def2-TZVPD)
C 0.748 2.846 -3.493
O 1.715 3.731 -2.879
P 2.695 3.138 -1.706
O 2.825 1.650 -1.620
O 4.048 4.053 -2.110
C 5.255 3.367 -2.337
O 2.097 3.867 -0.410
C 1.847 5.222 -0.419
H 0.247 2.169 -2.801
H 1.163 2.246 -4.303
H -0.073 3.465 -3.857
H 5.061 2.475 -2.934
H 5.786 3.189 -1.403
H 5.921 4.056 -2.856
H 1.946 5.667 -1.409
H 2.383 5.867 0.277
H 0.846 5.391 -0.021
C -5.127 5.959 1.289
O -4.184 5.140 0.626
P -2.635 5.069 1.088
O -1.934 6.362 1.377
O -1.927 4.185 -0.043
C -2.482 3.036 -0.473
O -2.702 4.031 2.355
C -3.086 4.580 3.610
H -5.442 6.733 0.589
H -4.687 6.397 2.184
H -5.858 5.186 1.523
H -3.371 2.809 0.115
H -1.734 2.244 -0.442
H -2.663 3.064 -1.548
H -3.213 5.660 3.550
H -2.299 4.323 4.319
H -4.010 4.072 3.886
C 3.019 -7.579 -2.099
O 2.765 -7.280 -0.735
P 2.061 -5.887 -0.353
O 0.726 -5.703 -0.987
O 3.206 -4.815 -0.701
C 2.976 -3.421 -0.472
O 2.024 -5.905 1.291
C 3.205 -5.888 2.092
H 4.093 -7.660 -2.264
H 2.498 -6.973 -2.840
H 2.573 -8.572 -2.153
H 3.616 -3.124 0.359
H 1.963 -3.097 -0.234
H 3.382 -2.805 -1.274
H 4.096 -5.762 1.477
H 3.259 -6.821 2.652
H 3.132 -5.084 2.824
C 0.484 -0.439 -0.333
O 1.481 0.348 0.184
H 0.762 -0.872 -1.295
H 0.121 -1.203 0.353
H -0.344 0.255 -0.477
H 1.886 0.887 -0.500
C -2.734 -2.947 1.006
O -2.183 -1.660 1.325
H -3.666 -3.015 1.567
H -2.889 -3.039 -0.069
H -2.065 -3.744 1.334
H -2.481 -1.078 0.622
C 0.023 1.676 2.852
O 1.494 1.587 2.762
H -0.335 2.532 2.279
H -0.538 0.807 2.509
H -0.265 1.903 3.878
H 1.691 1.252 1.884
C -3.018 -0.141 -1.895
O -3.487 -0.284 -0.559
H -2.962 0.890 -2.243
H -2.037 -0.597 -2.034
H -3.656 -0.697 -2.582
H -4.343 0.138 -0.461
C -1.615 -3.566 -2.319
O -2.039 -4.724 -1.609
H -1.212 -3.903 -3.274
H -2.438 -2.864 -2.449
H -0.794 -3.056 -1.815
H -1.243 -5.245 -1.479
C 0.723 -2.501 2.754
O -0.347 -1.815 3.290
H 0.481 -3.406 2.197
H 1.407 -1.931 2.125
H 1.313 -2.854 3.599
H -0.925 -1.567 2.565
```

Löwdin population analysis, charges in e, atoms 1 to 8: number 1, C, carries -0.08; number 2, O, carries -0.23; number 3, P, carries 0.57; number 4, O, carries -0.22; number 5, O, carries -0.23; number 6, C, carries -0.13; number 7, O, carries -0.18; number 8, C, carries -0.13

=====

Entry 3:
C5H13NO | ωB97M-V/def2-TZVPD

**Charge**: 0
**Energy above the lowest of the compared OMol25 structures with the same formula, charge and spin**: 3.5149 eV
**Orbital gap**: 10.879 eV
**Calculated total energy**: -8930.4960 eV

```
20
C5H13NO (ωB97M-V/def2-TZVPD)
C -0.039 -1.401 0.080
O -0.890 -2.344 0.704
C -0.288 0.031 0.550
C 0.539 1.132 -0.145
C 0.648 0.941 -1.646
C 1.905 1.275 0.526
N -1.872 0.424 -0.051
H 0.993 -1.672 0.314
H -0.161 -1.435 -1.003
H -1.797 -2.036 0.542
H -0.038 0.010 1.627
H -0.041 2.050 0.025
H -0.335 0.821 -2.104
H 1.114 1.818 -2.108
H 1.298 0.098 -1.895
H 2.450 2.104 0.071
H 1.827 1.462 1.604
H 2.518 0.377 0.442
H -2.513 -0.302 0.279
H -1.377 0.763 0.844
```

natural (NBO) population analysis, charges in e, atoms 1 to 8: number 1, C, carries -0.07; number 2, O, carries -0.71; number 3, C, carries -0.14; number 4, C, carries -0.23; number 5, C, carries -0.62; number 6, C, carries -0.61; number 7, N, carries -0.84; number 8, H, carries 0.18

=====

Entry 4:
C5H14O2 | ωB97M-V/def2-TZVPD

**Spin multiplicity**: 2
**Charge**: +1
**Energy above the lowest of the compared OMol25 structures with the same formula, charge and spin**: 0.8226 eV
**Orbital gap (alpha / beta)**: 7.733 / 4.252 eV
**Calculated total energy**: -9497.3946 eV

```
21
C5H14O2 (ωB97M-V/def2-TZVPD)
C -3.221 -3.841 0.263
C -2.836 -2.439 0.697
C -1.380 -2.216 0.635
C -0.795 -0.937 0.652
C 0.655 -0.730 0.662
H -2.797 -4.119 -0.707
H -2.882 -4.594 0.983
H -4.297 -3.960 0.133
H -3.272 -1.594 0.151
H -3.070 -2.331 1.766
H -0.693 -3.055 0.533
H -1.442 -0.083 0.484
H 0.850 0.219 0.130
H 1.078 -0.630 1.677
H 1.230 -1.486 0.126
H 1.923 6.532 -1.556
H 2.611 5.451 -2.445
O 2.753 6.087 -1.740
H 4.634 4.923 -1.259
H 5.424 4.051 -0.267
O 5.525 4.750 -0.918
```

natural (NBO) population analysis, charges in e, atoms 1 to 8: number 1, C, carries -0.62; number 2, C, carries -0.50; number 3, C, carries 0.14; number 4, C, carries 0.12; number 5, C, carries -0.73; number 6, H, carries 0.23; number 7, H, carries 0.23; number 8, H, carries 0.25

=====

Entry 5:
C20H30F3GeIrN6S2 | ωB97M-V/def2-TZVPD

**Charge**: +2
**Energy above the lowest of the compared OMol25 structures with the same formula, charge and spin**: 1.4534 eV
**Orbital gap**: 7.695 eV
**Calculated total energy**: -119332.3181 eV

```
63
C20H30F3GeIrN6S2 (ωB97M-V/def2-TZVPD)
Ir -0.031 -0.197 0.982
C 5.681 -0.719 -0.674
C 5.205 -1.303 0.659
C 3.994 -0.592 1.172
N 2.817 -0.735 0.703
N 1.881 0.078 1.318
C 2.405 0.827 2.309
N 1.736 1.702 3.066
S 4.093 0.581 2.468
H 6.564 -1.254 -1.018
H 5.942 0.335 -0.576
H 4.905 -0.817 -1.434
H 5.998 -1.247 1.405
H 4.944 -2.355 0.545
H 0.722 1.629 3.091
H 2.182 2.048 3.903
F 0.976 -4.740 -4.314
C 1.397 -3.475 -4.328
F 2.716 -3.467 -4.559
F 0.795 -2.836 -5.339
C 1.095 -2.773 -3.021
C 0.418 -3.406 -1.998
C 0.160 -2.696 -0.839
N 0.549 -1.430 -0.667
C 1.217 -0.829 -1.661
C 1.501 -1.457 -2.852
H 0.092 -4.432 -2.088
H -0.374 -3.161 -0.026
H 1.537 0.194 -1.489
H 2.039 -0.930 -3.628
C -3.037 -3.802 2.051
Ge -2.812 -1.937 1.530
C -3.973 -0.787 2.585
C -3.107 -1.649 -0.384
C -0.839 -1.676 2.021
H -4.067 -4.100 1.847
H -2.845 -3.930 3.116
H -2.372 -4.461 1.493
H -4.972 -1.228 2.554
H -4.038 0.224 2.190
H -3.660 -0.746 3.629
H -4.174 -1.728 -0.593
H -2.597 -2.393 -0.994
H -2.776 -0.652 -0.687
H -0.320 -2.610 1.787
H -0.803 -1.557 3.107
C -1.559 6.344 0.897
C -1.523 4.970 0.326
C -1.646 4.658 -1.004
C -1.606 3.315 -1.390
N -1.473 2.327 -0.490
C -1.366 2.634 0.782
S -1.342 1.437 2.058
N -1.366 3.932 1.183
C -1.743 2.904 -2.813
H -1.614 7.086 0.106
H -0.669 6.536 1.498
H -2.434 6.458 1.541
H -1.775 5.443 -1.734
H -1.276 4.112 2.174
H -1.691 3.750 -3.493
H -2.705 2.404 -2.943
H -0.972 2.175 -3.063
```

natural (NBO) population analysis, charges in e, atoms 1 to 8: number 1, Ir, carries 0.83; number 2, C, carries -0.59; number 3, C, carries -0.46; number 4, C, carries 0.11; number 5, N, carries -0.27; number 6, N, carries -0.34; number 7, C, carries 0.27; number 8, N, carries -0.78

=====

Entry 6:
C2H4FNOS | ωB97M-V/def2-TZVPD

**Charge**: 0
**Energy above the lowest of the compared OMol25 structures with the same formula, charge and spin**: 1.0905 eV
**Orbital gap**: 9.830 eV
**Calculated total energy**: -19227.5467 eV
**SMILES**: ONC(=S)CF

```
10
C2H4FNOS (ωB97M-V/def2-TZVPD)
O -1.464 1.751 0.002
N -0.317 1.009 -0.007
C -0.318 -0.303 -0.011
S -1.708 -1.223 -0.001
C 1.062 -0.916 0.003
F 2.040 0.078 -0.004
H -2.178 1.072 -0.014
H 0.522 1.573 0.019
H 1.182 -1.526 -0.874
H 1.179 -1.515 0.887
```

natural (NBO) population analysis, charges in e, atoms 1 to 8: number 1, O, carries -0.52; number 2, N, carries -0.24; number 3, C, carries 0.04; number 4, S, carries -0.24; number 5, C, carries 0.00; number 6, F, carries -0.37; number 7, H, carries 0.49; number 8, H, carries 0.42